Record 1
4 unconnected molecules or ions with the total composition C37H36FIN2O15P, computed with ωB97M-V/def2-TZVPD.

Geometry as XYZ:
```
93
C37H36FIN2O15P ωB97M-V/def2-TZVPD
C 2.742 0.002 6.528
C 1.468 0.407 6.039
C 0.020 1.214 5.881
N -0.085 2.031 4.611
C 0.870 3.127 4.094
C 2.205 3.539 4.945
I 2.525 5.711 5.159
C 3.610 2.883 4.425
C 3.489 1.884 3.134
C 0.234 3.651 2.678
C 0.904 4.791 1.696
C 1.912 4.105 0.551
F 1.817 4.797 -0.777
N -1.093 2.911 2.406
P -2.178 3.188 1.006
O -2.383 4.753 0.675
O -3.829 2.592 1.283
O -1.549 2.277 -0.339
C -1.244 1.939 3.596
C -2.550 0.941 3.734
C -2.706 -0.154 2.525
C -1.836 -1.531 2.712
C -2.681 -2.963 2.525
C -1.988 -4.450 2.634
C -0.378 -4.535 2.930
C 0.460 -3.115 3.130
C -0.219 -1.611 3.022
H 3.747 -0.297 7.099
H -0.196 1.952 6.776
H -0.810 0.360 5.970
H 2.031 3.141 6.057
H 4.105 2.273 5.305
H 4.330 3.793 4.162
H 2.588 1.139 3.157
H 4.471 1.206 3.143
H 3.568 2.542 2.170
H 0.111 5.404 1.062
H 1.562 5.585 2.249
H 3.023 4.290 0.931
H 1.754 2.942 0.477
H -4.433 3.369 1.512
H -1.040 1.512 0.096
H -3.503 1.658 3.705
H -2.616 0.364 4.750
H -3.860 -0.457 2.498
H -2.503 0.355 1.473
H -3.830 -2.925 2.293
H -2.622 -5.420 2.476
H 0.106 -5.604 2.981
H 1.612 -3.228 3.337
H 0.388 -0.616 3.159
C -3.163 1.323 -3.806
C -3.744 1.447 -2.611
C -5.145 0.999 -2.381
O -5.645 1.108 -1.267
C -5.885 0.437 -3.522
C -5.305 0.317 -4.718
C -3.895 0.740 -4.940
O -3.384 0.599 -6.046
O -5.995 -0.208 -5.795
O -3.063 1.997 -1.540
H -2.145 1.643 -3.986
H -6.908 0.132 -3.346
H -5.360 -0.192 -6.545
H -3.696 1.976 -0.790
C 2.227 1.455 -7.741
C 1.646 1.579 -6.546
C 0.245 1.130 -6.316
O -0.255 1.240 -5.202
C -0.495 0.569 -7.458
C 0.085 0.448 -8.653
C 1.495 0.871 -8.876
O 2.006 0.730 -9.982
O -0.605 -0.076 -9.731
O 2.327 2.129 -5.476
H 3.246 1.774 -7.921
H -1.518 0.263 -7.281
H 0.030 -0.060 -10.480
H 1.695 2.107 -4.725
C 4.624 -5.857 -0.139
C 4.043 -5.733 1.056
C 2.642 -6.181 1.286
O 2.142 -6.072 2.400
C 1.902 -6.743 0.145
C 2.482 -6.864 -1.051
C 3.892 -6.441 -1.273
O 4.403 -6.581 -2.379
O 1.791 -7.388 -2.129
O 4.724 -5.183 2.127
H 5.642 -5.537 -0.319
H 0.879 -7.048 0.321
H 2.426 -7.372 -2.878
H 4.091 -5.204 2.877
```

Output
Total charge   +1
Kohn-Sham gap   6.668 eV
M   925.57 Da
E_LUMO   -4.269 eV
Electronic energy   -3407.5314 Ha
HOMO level   -10.938 eV

Record 2
A molecular structure, C37H36FN3O8Pd, computed with ωB97M-V/def2-TZVPD.

Geometry as XYZ:
```
86
C37H36FN3O8Pd ωB97M-V/def2-TZVPD
Pd -0.413 2.212 -0.326
O -0.598 5.622 2.068
C -0.048 4.809 1.336
O -0.562 4.267 0.283
C 1.389 4.450 1.671
C 1.608 2.997 2.046
C 3.070 2.848 2.568
C 3.852 2.756 1.176
C 2.737 3.154 0.177
O 1.652 2.369 0.742
C 2.350 4.531 0.523
C -0.984 4.741 -3.232
O -1.910 5.349 -3.543
O -0.013 4.113 -2.994
H 1.648 5.120 2.516
H 0.774 2.589 2.637
H 3.140 1.978 3.187
H 3.406 3.723 3.136
H 4.161 1.716 1.027
H 4.696 3.441 1.092
H 2.866 2.911 -0.889
H 2.728 5.440 0.036
C 3.759 -4.258 -1.697
O 2.518 -3.591 -1.770
C 1.409 -4.218 -1.240
C 1.341 -5.548 -0.891
C 0.202 -6.050 -0.316
C -0.877 -5.216 -0.075
C -0.824 -3.855 -0.409
C 0.310 -3.353 -1.059
N 0.570 -2.048 -1.512
C -0.075 -0.863 -1.174
N -1.436 -0.935 -1.166
C -2.376 0.120 -1.300
C -2.137 1.450 -0.964
C -3.230 2.340 -1.149
C -4.461 1.911 -1.524
C -4.687 0.569 -1.823
C -3.637 -0.326 -1.741
O -3.769 -1.635 -2.101
C -4.748 -2.386 -1.393
N 0.605 0.226 -0.909
C 2.038 0.121 -0.942
C 2.769 0.655 -1.987
C 4.169 0.580 -1.991
C 4.819 -0.082 -0.964
C 4.099 -0.691 0.065
C 2.709 -0.581 0.108
O 1.875 -1.097 1.070
C 2.521 -1.800 2.114
H 4.534 -3.552 -2.051
H 3.702 -5.205 -2.319
H 3.996 -4.536 -0.665
H 2.182 -6.172 -1.011
H 0.178 -7.077 -0.051
H -1.705 -5.559 0.500
H -1.666 -3.218 -0.156
H 1.554 -1.963 -1.658
H -1.801 -1.803 -1.548
H -3.082 3.359 -0.910
H -5.322 2.580 -1.504
H -5.670 0.269 -2.168
H -4.769 -3.396 -1.853
H -5.753 -1.942 -1.361
H -4.428 -2.528 -0.378
H 2.217 1.166 -2.771
H 4.743 1.084 -2.761
H 5.890 -0.152 -0.926
H 4.689 -1.093 0.848
H 1.751 -2.351 2.664
H 2.977 -1.118 2.801
H 3.271 -2.437 1.712
F -6.338 1.453 1.716
C -5.061 0.997 1.752
C -4.030 1.904 1.895
C -2.740 1.406 2.066
C -2.439 0.048 2.048
C -1.140 -0.409 2.273
C -3.512 -0.841 1.754
C -4.795 -0.365 1.539
H -4.317 2.957 1.936
H -1.943 2.100 2.253
H -0.913 -1.494 2.246
H -0.338 0.258 2.526
H -3.322 -1.905 1.740
H -5.604 -1.040 1.327
```

Output
Kohn-Sham gap (spin up / spin down)   7.324 / 6.096 eV
M   776.13 Da
Spin multiplicity   5
E_LUMO (spin up / spin down)   0.293 / -2.066 eV
Electronic energy   -2425.2693 Ha
Energy relative to the best compared isomer or geometry (same formula, charge and spin)   0.0000 eV
HOMO level (spin up / spin down)   -7.032 / -8.162 eV

Record 3
A molecular structure, C37H36GaN7O3S, computed with ωB97M-V/def2-TZVPD.

Geometry as XYZ:
```
85
C37H36GaN7O3S ωB97M-V/def2-TZVPD
Ga 0.746 0.812 -0.988
C 4.606 -1.629 -0.506
O 5.514 -0.600 -0.831
C 5.194 0.735 -0.765
C 6.296 1.557 -0.906
C 6.194 2.945 -0.995
C 4.941 3.506 -0.981
C 3.806 2.697 -0.833
C 2.527 3.346 -0.966
N 1.381 2.777 -1.018
N 0.292 3.636 -1.200
C -0.674 2.959 -1.744
O -0.577 1.707 -2.092
C -1.976 3.639 -1.964
C -2.052 5.022 -2.099
C -3.286 5.639 -2.229
C -4.451 4.880 -2.216
C -4.375 3.500 -2.092
C -3.139 2.879 -1.976
C 3.887 1.294 -0.648
O 2.815 0.590 -0.403
H 5.095 -2.552 -0.817
H 3.654 -1.525 -1.023
H 4.441 -1.668 0.575
H 7.261 1.070 -0.968
H 7.081 3.553 -1.100
H 4.807 4.575 -1.098
H 2.527 4.428 -1.090
H -1.137 5.600 -2.094
H -3.342 6.714 -2.335
H -5.414 5.365 -2.304
H -5.279 2.904 -2.084
H -3.069 1.804 -1.892
S -0.215 1.074 1.146
C -1.678 0.124 1.381
N -2.148 -0.136 2.548
N -1.479 0.298 3.616
C -1.844 -0.129 4.892
C -1.057 0.258 5.975
C -1.384 -0.162 7.254
C -2.493 -0.969 7.471
C -3.277 -1.342 6.388
C -2.964 -0.931 5.101
N -2.474 -0.458 0.357
N -1.932 -0.476 -0.757
C -2.702 -1.129 -1.780
C -2.233 -0.985 -3.076
C -2.908 -1.596 -4.124
C -4.046 -2.347 -3.871
C -4.514 -2.485 -2.567
C -3.846 -1.879 -1.519
H -0.641 0.854 3.488
H -0.193 0.893 5.810
H -0.766 0.147 8.088
H -2.744 -1.299 8.470
H -4.152 -1.961 6.544
H -3.574 -1.213 4.255
H -1.360 -0.370 -3.252
H -2.543 -1.484 -5.137
H -4.575 -2.822 -4.688
H -5.405 -3.068 -2.371
H -4.195 -1.974 -0.499
C 1.807 -1.518 1.867
N 1.119 -2.728 1.321
C 0.387 -3.438 2.403
C 0.193 -2.396 0.165
C 0.940 -2.232 -1.129
C 1.384 -3.409 -1.741
C 2.056 -3.378 -2.948
C 2.279 -2.148 -3.557
C 1.835 -0.984 -2.950
C 1.155 -0.987 -1.722
H 2.569 -1.850 2.569
H 1.055 -0.910 2.363
H 2.246 -0.939 1.053
H 1.837 -3.346 0.940
H -0.377 -2.765 2.787
H 1.084 -3.697 3.196
H -0.076 -4.335 1.999
H -0.339 -1.500 0.455
H -0.509 -3.228 0.106
H 1.177 -4.370 -1.273
H 2.386 -4.295 -3.417
H 2.792 -2.100 -4.509
H 2.048 -0.038 -3.438
```

Output
Kohn-Sham gap   6.757 eV
M   728.53 Da
E_LUMO   -0.363 eV
Electronic energy   -4363.4950 Ha
Energy relative to the best compared isomer or geometry (same formula, charge and spin)   0.1405 eV
HOMO level   -7.120 eV

Record 4
A molecular structure, C37H36GeMoN5, computed with ωB97M-V/def2-TZVPD.

Geometry as XYZ:
```
80
C37H36GeMoN5 ωB97M-V/def2-TZVPD
Mo -0.701 -0.722 0.926
C 3.233 -2.453 -0.972
N 3.179 -2.389 0.498
C 4.430 -2.711 1.214
C 2.065 -2.077 1.126
N 0.878 -1.965 0.506
N 2.140 -1.899 2.485
C 1.086 -1.654 3.334
N 1.317 -1.880 4.622
N -0.057 -1.203 2.878
H 4.242 -2.195 -1.283
H 2.555 -1.725 -1.412
H 3.004 -3.457 -1.329
H 5.093 -3.221 0.523
H 4.248 -3.405 2.036
H 4.923 -1.805 1.569
H 0.934 -2.303 -0.444
H 3.030 -2.095 2.918
H 2.169 -2.304 4.957
H 0.616 -1.691 5.322
H -0.726 -1.074 3.627
C -3.316 2.452 -1.810
C -3.857 2.044 -0.594
C -3.309 0.978 0.092
C -2.143 0.329 -0.403
C -1.634 0.752 -1.671
C -2.208 1.800 -2.353
Ge -2.308 -1.813 -0.606
C -3.091 -2.666 -2.044
C -3.671 -1.913 -3.072
C -4.339 -2.588 -4.080
C -4.388 -3.979 -4.076
C -3.774 -4.718 -3.068
C -3.116 -4.069 -2.037
C -3.033 -2.116 1.198
C -3.968 -3.129 1.444
C -4.667 -3.135 2.645
C -4.449 -2.154 3.610
C -3.506 -1.148 3.404
C -2.823 -1.185 2.205
H -3.778 3.268 -2.352
H -4.725 2.548 -0.189
H -3.789 0.665 1.007
H -0.780 0.249 -2.108
H -1.812 2.107 -3.313
H -3.629 -0.831 -3.077
H -4.822 -2.031 -4.871
H -4.908 -4.496 -4.872
H -3.813 -5.799 -3.085
H -2.640 -4.649 -1.255
H -4.190 -3.873 0.689
H -5.410 -3.901 2.823
H -5.021 -2.163 4.529
H -3.345 -0.372 4.142
H -2.169 -0.284 2.052
C 0.605 0.708 0.393
C 1.342 1.642 0.119
C 2.188 2.753 -0.231
C 2.562 2.920 -1.589
C 2.464 1.838 -2.503
C 2.878 1.984 -3.801
C 3.381 3.220 -4.231
C 3.426 4.315 -3.375
C 3.007 4.179 -2.069
C 2.604 3.615 0.833
C 1.745 3.843 1.935
C 2.111 4.725 2.922
C 3.359 5.354 2.864
C 4.243 5.098 1.820
C 3.874 4.240 0.805
H 2.094 0.882 -2.153
H 2.821 1.157 -4.496
H 3.717 3.329 -5.255
H 3.764 5.276 -3.739
H 2.942 5.051 -1.433
H 0.766 3.380 1.957
H 1.435 4.943 3.737
H 3.648 6.038 3.652
H 5.218 5.566 1.805
H 4.580 3.992 0.025
```

Output
Total charge   +4
Kohn-Sham gap (spin up / spin down)   5.655 / 5.818 eV
M   719.28 Da
Spin multiplicity   2
E_LUMO (spin up / spin down)   -12.975 / -12.724 eV
Electronic energy   -3848.8954 Ha
HOMO level (spin up / spin down)   -18.630 / -18.542 eV

Record 5
A molecular structure, C37H36IrN6O4PS2, computed with ωB97M-V/def2-TZVPD.

Geometry as XYZ:
```
87
C37H36IrN6O4PS2 ωB97M-V/def2-TZVPD
Ir 1.038 -0.333 0.335
C 2.101 2.018 2.071
C 1.204 1.574 3.219
C -0.267 1.701 2.836
C 1.555 0.123 3.597
C 0.891 -0.378 4.896
O 0.279 -1.604 4.512
C 0.438 -1.785 3.219
N 1.101 -0.856 2.591
C -0.036 -3.077 2.717
C -0.122 -4.088 3.685
C -0.453 -5.387 3.348
C -0.688 -5.710 2.022
C -0.630 -4.720 1.056
C -0.339 -3.397 1.379
P -0.501 -2.161 0.045
C -2.190 -1.514 0.176
C -2.956 -1.619 1.335
C -4.243 -1.107 1.350
C -4.762 -0.468 0.232
C -3.993 -0.344 -0.920
C -2.714 -0.865 -0.950
C -0.477 -3.157 -1.471
C 0.767 -3.511 -1.992
C 0.851 -4.438 -3.015
C -0.307 -5.007 -3.530
C -1.547 -4.634 -3.031
C -1.643 -3.705 -2.009
H 1.837 3.019 1.742
H 1.972 1.318 1.211
H 3.150 2.008 2.360
H 1.411 2.212 4.084
H -0.497 0.999 2.023
H -0.492 2.711 2.503
H -0.921 1.476 3.675
H 2.648 0.043 3.669
H 0.115 0.289 5.285
H 1.602 -0.593 5.696
H 0.086 -3.845 4.715
H -0.509 -6.143 4.114
H -0.925 -6.723 1.733
H -0.827 -4.983 0.028
H -2.555 -2.112 2.209
H -4.848 -1.224 2.236
H -5.760 -0.058 0.255
H -4.398 0.153 -1.789
H -2.111 -0.785 -1.845
H 1.664 -3.057 -1.582
H 1.809 -4.728 -3.417
H -0.247 -5.731 -4.329
H -2.447 -5.081 -3.424
H -2.610 -3.429 -1.611
O -4.452 5.877 0.314
S -4.818 6.766 -0.748
O -5.656 6.225 -1.790
O -4.779 8.168 -0.507
C -3.313 6.498 -1.941
N -3.065 7.272 -2.945
C -2.109 6.891 -3.777
C -1.412 5.698 -3.573
C -1.769 4.929 -2.461
N -2.750 5.374 -1.667
C -1.179 3.654 -2.021
C -1.850 2.937 -1.025
C -1.276 1.801 -0.493
N -0.082 1.350 -0.884
C 0.530 1.991 -1.879
C 0.027 3.132 -2.484
H -1.899 7.547 -4.616
H -0.632 5.408 -4.261
H -2.791 3.303 -0.652
H -1.793 1.250 0.280
H 1.477 1.585 -2.200
H 0.604 3.610 -3.260
C 5.832 0.919 -2.075
N 5.727 -0.309 -1.336
C 6.769 -1.102 -0.961
C 6.259 -2.162 -0.275
N 4.905 -2.002 -0.243
C 4.582 -0.864 -0.893
S 3.032 -0.239 -1.239
H 6.878 1.114 -2.299
H 5.430 1.747 -1.490
H 5.274 0.853 -3.011
H 7.788 -0.873 -1.199
H 6.762 -2.992 0.179
H 4.250 -2.638 0.188
```

Output
Total charge   +3
Kohn-Sham gap (spin up / spin down)   4.981 / 5.144 eV
M   916.06 Da
Spin multiplicity   2
E_LUMO (spin up / spin down)   -11.140 / -10.812 eV
Electronic energy   -3302.0592 Ha
HOMO level (spin up / spin down)   -16.120 / -15.956 eV